No. 1
{
  "formula": "C6H11N3O",
  "method": "ωB97M-V with the def2-TZVPD basis set",
  "e_tot_ev": -12914.942,
  "spin_multiplicity": 1,
  "e_lumo_ev": 0.505,
  "e_homo_ev": -9.63,
  "species": ["N", "C", "C", "N", "C", "C", "N", "C", "C", "H", "H", "H", "H", "H", "H", "H", "H", "H", "O", "H", "H"],
  "coordinates": [[-0.9560, -2.6048, 3.4436], [0.0417, -1.5756, 3.2235], [-0.3462, -0.2330, 3.7388], [-0.8454, 0.7872, 3.9973], [1.3971, -1.9655, 3.7828], [2.1939, -3.2450, 3.4639], [3.1009, -2.5294, 4.4547], [2.7625, -1.2687, 3.6703], [1.8261, -2.2425, 5.2358], [-0.9193, -3.0080, 4.3765], [-1.9231, -2.2998, 3.3930], [0.1865, -1.4413, 2.1395], [1.7888, -4.1984, 3.8266], [2.6248, -3.3504, 2.4590], [3.2355, -1.2241, 2.6801], [2.9152, -0.3384, 4.2333], [1.8996, -1.3851, 5.9177], [1.4094, -3.1259, 5.7380], [-1.5515, -3.2593, 0.6708], [-1.2023, -3.2331, 1.5858], [-2.5496, -3.3774, 0.7513]],
  "atomic_forces_ev_per_a": [[-0.440, -0.551, 0.576], [0.444, 0.728, -0.070], [-1.380, 1.410, 0.015], [1.091, -1.634, -0.179], [-0.271, -0.446, -0.103], [-0.155, -0.220, -0.221], [0.336, -0.101, 0.177], [0.040, 0.366, -0.185], [-0.238, 0.071, 0.277], [0.531, 0.043, -0.071], [0.215, 0.504, -0.410], [-0.194, -0.008, 0.187], [0.154, 0.228, -0.032], [-0.100, 0.074, 0.266], [-0.125, -0.036, 0.251], [-0.052, -0.254, -0.113], [0.023, -0.218, -0.175], [0.136, 0.184, -0.114], [-1.718, -0.141, 0.290], [-0.441, -0.223, -0.333], [2.143, 0.223, -0.034]]
}

No. 2
{
  "formula": "CH2F2N2O",
  "method": "ωB97M-V with the def2-TZVPD basis set",
  "e_tot_ev": -11527.709,
  "spin_multiplicity": 1,
  "e_lumo_ev": 0.440,
  "e_homo_ev": -10.42,
  "species": ["N", "C", "O", "H", "F", "N", "F", "H"],
  "coordinates": [[1.9643, -1.5552, -0.9869], [1.1839, -0.9857, -0.2810], [0.2398, -0.5592, 0.2705], [2.8428, -1.3797, -1.5757], [-1.2485, 1.3580, -0.5303], [-1.3319, 1.3678, 0.8163], [-2.7729, 1.2765, 1.1176], [-0.8775, 0.4776, 1.1695]],
  "atomic_forces_ev_per_a": [[2.258, 0.242, -1.006], [-0.508, -0.054, -1.216], [1.244, -0.733, 0.300], [-2.318, -0.189, 1.765], [-0.337, -0.510, -0.414], [-0.887, 0.986, 2.134], [2.134, -0.523, -0.618], [-1.586, 0.781, -0.945]]
}